A | {"formula": "C4H13N3O", "method": "ωB97M-V/def2-TZVPD", "e_lumo_ha": 0.0277, "smiles": "NC(N)=O.CCNC", "gap_ev": 9.9, "total_charge": 0, "elements": ["N", "C", "N", "O", "H", "H", "H", "H", "C", "C", "N", "C", "H", "H", "H", "H", "H", "H", "H", "H", "H"], "xyz": [[1.019, -2.790, 1.156], [1.685, -2.621, -0.112], [0.989, -1.876, -1.010], [2.762, -3.108, -0.358], [0.948, -3.793, 1.302], [1.708, -2.469, 1.830], [1.546, -1.425, -1.710], [0.209, -1.344, -0.669], [-1.890, 0.071, 0.627], [-0.713, 0.871, 0.075], [-0.967, 2.287, 0.014], [-0.045, 3.025, -0.841], [-1.617, -0.926, 0.965], [-2.689, 0.008, -0.111], [-2.301, 0.618, 1.479], [-0.513, 0.536, -0.949], [0.198, 0.586, 0.627], [-0.877, 2.660, 0.944], [-0.421, 4.044, -0.933], [0.994, 3.078, -0.495], [-0.026, 2.567, -1.830]]}

B | {"formula": "C4H13N3O", "method": "ωB97M-V/def2-TZVPD", "e_lumo_ha": 0.0120, "smiles": "CC(C)(C)O.[H]/N=N\\N", "gap_ev": 9.1, "total_charge": 0, "elements": ["C", "C", "C", "C", "O", "H", "H", "H", "H", "H", "H", "H", "H", "H", "H", "H", "N", "N", "N", "H", "H"], "xyz": [[-1.060, -1.866, -1.146], [-0.163, -0.949, -0.327], [1.292, -1.401, -0.305], [-0.183, 0.607, -1.255], [-0.682, -0.797, 0.917], [-1.090, -2.846, -0.667], [-0.686, -1.977, -2.160], [-2.073, -1.473, -1.175], [1.355, -2.383, 0.168], [1.896, -0.701, 0.268], [1.693, -1.480, -1.313], [0.063, 0.251, -2.249], [0.518, 1.423, -1.124], [-1.230, 0.907, -1.213], [-0.170, 0.009, 1.465], [1.250, 2.572, 0.672], [1.325, 1.614, 1.055], [0.406, 1.330, 1.837], [-0.477, 2.284, 2.225], [-0.776, 2.944, 1.504], [-1.208, 1.931, 2.823]]}

It comes down to A, which is 3.275 eV more stable than the next structure.

A | {"formula": "C4H13N3O", "method": "ωB97M-V/def2-TZVPD", "e_lumo_ha": [0.0253, 0.0253], "gap_ev": [7.2, 7.2], "total_charge": 0, "elements": ["C", "C", "C", "C", "N", "N", "N", "O", "H", "H", "H", "H", "H", "H", "H", "H", "H", "H", "H", "H", "H"], "xyz": [[-1.113, -0.819, -0.056], [-1.111, -0.375, -1.432], [0.990, 0.990, -0.674], [0.231, 2.169, -0.159], [0.376, -0.673, 0.456], [1.223, -1.685, -0.084], [0.495, -0.774, 1.883], [-1.897, -0.013, 0.796], [-1.958, -0.455, 1.652], [-1.321, -1.888, 0.099], [1.199, -1.530, -1.090], [0.797, -2.597, 0.093], [0.327, 0.157, 2.251], [1.454, -1.037, 2.090], [-1.703, 0.502, -1.653], [-1.106, -1.136, -2.204], [1.938, 0.805, -0.176], [1.067, 0.900, -1.744], [-0.188, 1.990, 0.835], [0.902, 3.034, -0.074], [-0.601, 2.432, -0.808]]}

B | {"formula": "C4H13N3O", "method": "ωB97M-V/def2-TZVPD", "e_lumo_ha": 0.0292, "smiles": "CN(N)C(N)=O.CC", "gap_ev": 10.2, "total_charge": 0, "elements": ["C", "N", "N", "C", "N", "O", "H", "H", "H", "H", "H", "H", "H", "C", "C", "H", "H", "H", "H", "H", "H"], "xyz": [[1.991, 1.268, 0.676], [1.287, 0.008, 0.632], [2.033, -1.170, 0.459], [0.021, -0.086, 1.175], [-0.462, -1.353, 1.212], [-0.603, 0.892, 1.529], [2.473, 1.459, -0.291], [1.255, 2.042, 0.878], [2.754, 1.278, 1.468], [2.466, -1.163, -0.465], [2.775, -1.231, 1.158], [0.130, -2.112, 0.932], [-1.369, -1.516, 1.606], [-1.218, 0.026, -1.762], [-2.467, 0.391, -0.978], [-1.126, -1.054, -1.866], [-1.257, 0.462, -2.760], [-0.332, 0.403, -1.263], [-2.454, -0.061, 0.004], [-3.365, 0.053, -1.501], [-2.531, 1.465, -0.843]]}

C | {"formula": "C4H13N3O", "method": "ωB97M-V/def2-TZVPD", "e_lumo_ha": 0.0311, "gap_ev": 8.0, "total_charge": 0, "elements": ["C", "C", "C", "C", "N", "N", "N", "O", "H", "H", "H", "H", "H", "H", "H", "H", "H", "H", "H", "H", "H"], "xyz": [[0.053, -0.257, 0.960], [1.169, -0.728, 0.265], [0.022, 1.096, 1.591], [-1.168, -1.110, 1.088], [-0.455, 0.487, -1.511], [-1.272, -0.066, -2.534], [2.451, -0.151, 0.469], [-0.073, 1.812, -1.862], [-0.545, 2.148, -2.642], [-1.215, -1.079, -2.457], [-2.246, 0.194, -2.365], [3.158, -0.537, -0.146], [2.783, -0.175, 1.427], [1.190, -1.811, 0.098], [0.572, -0.139, -1.052], [-0.963, 1.556, 1.481], [0.244, 1.008, 2.663], [0.761, 1.756, 1.138], [-2.071, -0.543, 0.849], [-1.261, -1.483, 2.116], [-1.134, -1.977, 0.423]]}

D | {"formula": "C4H13N3O", "method": "ωB97M-V/def2-TZVPD", "e_lumo_ha": 0.0286, "smiles": "N/C=C(\\N)CCN.O", "gap_ev": 8.0, "total_charge": 0, "elements": ["N", "C", "C", "N", "C", "C", "N", "H", "H", "H", "H", "H", "H", "H", "H", "H", "H", "H", "O", "H", "H"], "xyz": [[0.137, -0.085, 2.473], [0.083, -0.747, 1.194], [0.093, 0.024, 0.042], [0.489, 1.418, 0.021], [-0.377, -0.442, -1.311], [-1.907, -0.624, -1.228], [-2.505, 0.699, -1.473], [-0.145, 0.923, 2.421], [-0.180, -0.701, 3.196], [-0.020, -1.795, 1.309], [0.103, 1.956, -0.726], [0.567, 2.002, 0.926], [0.115, -1.439, -1.567], [0.096, 0.149, -2.150], [-2.148, -1.154, -0.301], [-2.550, -1.238, -1.897], [-2.393, 1.002, -2.394], [-2.292, 1.454, -0.728], [3.544, -0.544, 0.252], [2.859, -0.297, 0.943], [3.426, 0.000, -0.362]]}

It comes down to B, which is 2.568 eV more stable than the next structure.

A | {"formula": "C4H13N3O", "method": "ωB97M-V/def2-TZVPD", "e_lumo_ha": 0.0352, "smiles": "CC(C)C(N)(N)NO", "gap_ev": 8.3, "total_charge": 0, "elements": ["C", "C", "C", "C", "N", "N", "N", "O", "H", "H", "H", "H", "H", "H", "H", "H", "H", "H", "H", "H", "H"], "xyz": [[1.685, -1.231, -0.425], [0.503, -0.289, -0.672], [1.026, 1.027, -1.264], [-0.443, -0.106, 0.537], [-0.502, -1.222, 1.410], [-0.198, 1.019, 1.359], [-1.861, 0.081, -0.032], [-2.447, 1.370, 0.039], [2.273, -0.922, 0.444], [1.339, -2.261, -0.287], [2.350, -1.258, -1.295], [-0.093, -0.765, -1.464], [0.216, 1.743, -1.426], [1.501, 0.851, -2.236], [1.773, 1.490, -0.610], [-1.092, -1.206, 2.234], [0.159, -1.989, 1.397], [-0.923, 1.360, 1.981], [0.445, 1.763, 1.084], [-2.352, -0.692, -0.482], [-3.357, 1.239, -0.294]]}

B | {"formula": "C4H13N3O", "method": "ωB97M-V/def2-TZVPD", "e_lumo_ha": 0.0261, "smiles": "[H]/N=C/O.C/N=C\\N.C", "gap_ev": 9.7, "total_charge": 0, "elements": ["H", "N", "C", "O", "H", "H", "C", "N", "C", "N", "H", "H", "H", "H", "H", "H", "C", "H", "H", "H", "H"], "xyz": [[-2.161, 1.918, -0.602], [-1.918, 0.945, -0.458], [-1.702, 0.612, 0.755], [-1.627, -0.690, 1.075], [-1.880, 1.233, 1.638], [-1.656, -1.194, 0.246], [1.664, -1.139, 0.094], [1.319, 0.258, -0.011], [0.845, 0.864, 1.011], [0.863, 0.403, 2.317], [2.530, -1.270, 0.755], [0.850, -1.759, 0.492], [1.917, -1.501, -0.903], [0.742, 1.942, 0.921], [0.380, 0.959, 3.004], [0.721, -0.587, 2.440], [-0.149, -0.205, -2.557], [-0.845, 0.266, -1.745], [0.857, 0.191, -2.545], [-0.122, -1.280, -2.426], [-0.629, 0.033, -3.502]]}

It comes down to B, which is 1.199 eV more stable than the next structure.

A | {"formula": "C6H15NO", "method": "ωB97M-V/def2-TZVPD", "e_lumo_ha": 0.0378, "smiles": "CCCCCNCO", "gap_ev": 10.1, "total_charge": 0, "elements": ["C", "C", "C", "C", "C", "N", "C", "O", "H", "H", "H", "H", "H", "H", "H", "H", "H", "H", "H", "H", "H", "H", "H"], "xyz": [[0.616, -0.356, -3.316], [-0.733, -0.214, -2.468], [-0.397, 0.488, -1.126], [0.287, -0.393, -0.237], [-0.306, -0.328, 1.127], [0.654, 0.171, 2.131], [0.039, 0.840, 3.257], [-0.069, -0.258, 4.285], [0.638, 0.604, -4.001], [0.567, -1.073, -4.080], [1.493, -0.492, -2.591], [-1.539, 0.227, -2.906], [-1.214, -1.094, -2.370], [-1.356, 0.727, -0.702], [0.080, 1.480, -1.355], [0.270, -1.411, -0.480], [1.433, -0.082, -0.290], [-0.648, -1.352, 1.570], [-1.280, 0.143, 1.015], [1.504, 0.768, 1.760], [-0.931, 1.160, 3.101], [0.759, 1.494, 3.800], [0.133, -1.048, 3.874]]}

B | {"formula": "C6H15NO", "method": "ωB97M-V/def2-TZVPD", "e_lumo_ha": 0.0234, "smiles": "C=C(C)CCCN.O", "gap_ev": 9.5, "total_charge": 0, "elements": ["C", "C", "C", "C", "C", "C", "N", "H", "H", "H", "H", "H", "H", "H", "H", "H", "H", "H", "H", "H", "O", "H", "H"], "xyz": [[1.290, 0.388, 2.065], [0.054, 0.002, 1.776], [-1.110, 0.948, 1.719], [-0.210, -1.429, 1.359], [-0.643, -1.621, -0.053], [0.301, -1.050, -1.122], [1.640, -1.606, -1.005], [2.156, -0.254, 1.988], [1.500, 1.424, 2.299], [-1.393, 1.202, 2.747], [-1.977, 0.389, 1.356], [-1.015, 1.867, 1.150], [0.670, -2.035, 1.599], [-0.902, -1.859, 2.104], [-1.676, -1.370, -0.312], [-0.688, -2.686, -0.330], [-0.201, -1.322, -2.058], [0.491, 0.026, -1.078], [1.779, -2.478, -0.546], [2.235, -1.572, -1.796], [-0.989, 4.690, -3.880], [-0.099, 4.436, -3.568], [-1.213, 3.911, -4.415]]}

It comes down to B, which is 1.838 eV more stable than the next structure.

A | {"formula": "C6H15NO", "method": "ωB97M-V/def2-TZVPD", "e_lumo_ha": 0.0274, "smiles": "C=C(C)C[C@H](C)N.O", "gap_ev": 9.4, "total_charge": 0, "elements": ["C", "C", "C", "C", "C", "C", "N", "H", "H", "H", "H", "H", "H", "H", "H", "H", "H", "H", "H", "H", "O", "H", "H"], "xyz": [[-0.597, -1.611, -1.994], [0.158, -0.584, -1.481], [1.369, -0.255, -2.207], [-0.293, 0.459, -0.437], [0.310, -0.271, 0.834], [-0.474, -0.166, 2.211], [1.745, -0.068, 1.185], [-1.601, -1.835, -1.620], [-0.240, -2.278, -2.744], [1.572, 0.810, -2.325], [1.481, -0.722, -3.160], [2.253, -0.545, -1.611], [-1.422, 0.398, -0.464], [0.116, 1.456, -0.360], [0.231, -1.402, 0.594], [-0.519, 0.775, 2.708], [-1.578, -0.388, 2.216], [0.020, -0.839, 3.028], [2.135, -0.742, 1.726], [1.995, 0.854, 1.388], [-2.330, 2.626, 0.713], [-1.486, 2.442, 1.182], [-2.845, 1.886, 0.619]]}

B | {"formula": "C6H15NO", "method": "ωB97M-V/def2-TZVPD", "e_lumo_ha": 0.0298, "smiles": "CCC/C=C(/C)N.O", "gap_ev": 9.0, "total_charge": 0, "elements": ["C", "C", "C", "C", "C", "C", "N", "H", "H", "H", "H", "H", "H", "H", "H", "H", "H", "H", "H", "H", "O", "H", "H"], "xyz": [[-0.501, 2.017, 1.865], [-1.423, 0.897, 1.301], [-1.550, 0.834, -0.231], [-0.184, 0.642, -0.848], [0.307, -0.515, -1.292], [1.643, -0.636, -1.970], [-0.523, -1.659, -1.417], [0.111, 2.451, 1.076], [-1.109, 2.827, 2.274], [0.122, 1.612, 2.658], [-0.929, -0.021, 1.609], [-2.387, 0.936, 1.814], [-1.949, 1.753, -0.659], [-2.149, -0.047, -0.455], [0.424, 1.533, -0.966], [2.376, -0.086, -1.386], [1.661, -0.210, -2.975], [1.970, -1.669, -2.081], [-0.199, -2.378, -2.038], [-1.052, -1.999, -0.635], [1.817, -1.299, 1.933], [2.178, -0.631, 1.347], [1.039, -1.641, 1.485]]}

It comes down to B, which is 1.744 eV more stable than the next structure.